# CH6NPS

A cluster of 2 separate species, CH6NPS in total at a distorted geometry (wB97M-V/def2-TZVPD, the OMol25 dataset).

Last column: Mulliken charge in e.
Cartesian coordinates (Å):
H  1.584  -1.405  -3.211  0.241
N  1.809  -0.772  -2.565  -0.414
P  1.138  0.587  -2.313  0.136
H  1.878  1.084  -1.130  0.046
C  -0.670  -0.067  1.730  -0.669
S  -1.755  0.353  0.351  -0.193
H  -1.022  -0.845  2.447  0.286
H  0.263  -0.265  1.161  0.186
H  -0.409  0.780  2.401  0.280
H  -2.818  0.550  1.129  0.100

Values from the calculation:
ΔE to the lowest compared entry with this formula, charge and spin = 54.16 kcal per mole
total charge = 0
SMILES = [H]/N=P/[H].CS
orbital gap = 0.3208 Ha
max |F| = 4.904 eV/A
energy = -835.915910 a.u.



# C25H29Cl2F4MoN6O6Se

A structure of composition C25H29Cl2F4MoN6O6Se (wB97M-V/def2-TZVPD, the OMol25 dataset).

Last column: Löwdin spin population.
Cartesian coordinates (Å):
Mo  -0.738  -0.429  -0.409  0.910
C  2.374  -1.171  2.861  0.002
C  1.564  -0.778  1.634  0.004
N  0.197  -1.363  1.453  0.001
C  -0.772  -0.940  2.512  0.002
C  -0.720  -1.641  3.863  0.000
C  0.226  -2.844  1.273  0.003
C  -0.010  -3.187  -0.184  0.007
N  -1.178  -2.408  -0.587  0.014
C  -2.188  -3.024  -1.306  0.007
C  -3.526  -2.840  -0.946  -0.001
F  -3.815  -2.095  0.132  0.000
C  -4.557  -3.414  -1.661  0.000
F  -5.818  -3.209  -1.261  0.000
C  -4.309  -4.215  -2.758  -0.002
C  -2.994  -4.417  -3.119  0.000
F  -2.705  -5.178  -4.189  0.000
C  -1.957  -3.834  -2.418  0.000
F  -0.692  -4.020  -2.844  0.000
H  3.385  -0.802  2.687  0.001
H  2.417  -2.248  3.030  0.000
H  2.007  -0.689  3.765  0.000
H  2.128  -1.024  0.733  0.000
H  1.430  0.298  1.641  0.002
H  -1.777  -1.090  2.097  0.000
H  -0.634  0.132  2.642  0.000
H  -0.883  -2.716  3.789  0.000
H  -1.526  -1.231  4.472  0.000
H  0.215  -1.472  4.389  0.000
H  -0.582  -3.281  1.856  0.000
H  1.170  -3.246  1.642  0.000
H  -0.170  -4.262  -0.302  0.001
H  0.870  -2.924  -0.784  0.001
H  -5.118  -4.657  -3.319  0.000
O  -1.401  3.016  -0.648  -0.001
C  -0.568  2.539  0.086  0.002
O  -0.652  1.321  0.628  0.061
C  0.684  3.256  0.497  0.008
C  0.687  4.617  0.788  0.133
C  1.910  5.172  1.166  0.007
C  3.090  4.467  1.251  0.070
C  3.063  3.095  0.940  0.049
C  1.845  2.513  0.557  0.088
N  4.191  2.305  1.032  0.223
O  5.298  2.835  1.344  0.239
O  4.078  1.055  0.755  0.171
N  1.940  6.608  1.502  -0.003
O  0.888  7.222  1.469  -0.010
O  3.010  7.119  1.773  0.001
H  -0.204  5.220  0.722  0.008
H  4.012  4.936  1.551  0.006
H  1.854  1.474  0.284  0.005
Cl  -3.903  1.014  1.415  0.000
C  -3.185  2.243  2.452  0.000
Cl  -2.961  1.664  4.120  0.000
H  -3.845  3.100  2.482  0.000
H  -2.211  2.490  2.054  0.000
Se  -4.848  0.229  -3.056  0.052
C  -3.362  0.114  -2.134  0.037
N  -2.364  0.015  -1.527  0.000
C  2.003  -1.345  -3.027  -0.002
C  1.340  -0.012  -2.685  -0.009
C  0.409  0.447  -3.808  -0.003
C  2.383  1.057  -2.365  0.000
N  0.499  -0.217  -1.516  -0.084
H  2.603  -1.231  -3.931  0.000
H  1.252  -2.117  -3.199  0.000
H  2.663  -1.662  -2.217  0.000
H  0.994  0.625  -4.712  -0.001
H  -0.099  1.369  -3.525  0.000
H  -0.345  -0.313  -4.019  0.000
H  3.023  1.200  -3.238  0.000
H  3.010  0.772  -1.518  0.001
H  1.901  2.006  -2.131  0.001

Values from the calculation:
ΔE to the lowest compared entry with this formula, charge and spin = 0.00 kcal per mole
total charge = -1
orbital gap (alpha / beta) = 0.1821 / 0.2769 Ha
max |F| = 0.340 eV/A
spin multiplicity = 3
⟨S²⟩ = 2.04
energy = -5539.450505 a.u.



# C47H42F9N5O2S7Sr

A structure of composition C47H42F9N5O2S7Sr at a distorted geometry (wB97M-V/def2-TZVPD, the OMol25 dataset).

Last column: Mulliken charge in e.
Cartesian coordinates (Å):
Sr  0.746  -3.032  2.303  2.114
C  -3.995  3.399  -0.381  -0.630
C  -3.940  4.271  -1.716  -0.969
S  -5.585  4.806  -2.502  -0.092
C  -6.224  6.173  -1.556  -0.807
C  -6.525  5.941  -0.162  -0.172
S  -7.638  4.350  0.185  -0.055
C  -6.676  3.650  1.603  -0.739
C  -5.927  2.376  1.167  -0.572
S  -5.196  2.154  -0.376  -0.072
H  -3.797  3.994  0.442  0.705
H  -3.001  3.069  -0.607  0.189
H  -3.700  3.576  -2.421  0.444
H  -3.736  5.318  -1.136  0.355
H  -7.223  6.603  -2.021  0.293
H  -5.606  6.979  -1.648  0.535
H  -6.976  6.790  0.688  0.257
H  -5.710  5.627  0.439  -0.070
H  -7.316  3.386  2.434  0.484
H  -5.929  4.686  2.034  0.221
H  -6.696  1.607  1.069  0.386
H  -5.219  2.156  1.892  0.375
N  0.214  -1.496  0.455  -0.674
S  0.237  -2.014  -0.993  1.357
N  1.741  -2.541  -1.575  -0.472
S  2.926  -1.613  -1.590  1.807
N  3.170  -0.145  -0.914  -0.566
S  2.951  -0.149  0.726  1.327
N  2.853  -1.379  1.475  -0.696
C  1.580  1.005  0.920  0.075
C  0.678  0.915  2.092  0.019
C  -0.508  1.641  2.324  -0.302
C  -0.647  2.742  1.483  -0.231
C  0.189  2.739  0.164  -1.235
C  1.176  1.849  -0.062  0.792
C  4.236  1.028  1.452  0.377
C  5.534  0.710  0.986  -0.063
C  6.574  1.472  1.437  -0.279
C  6.443  2.470  2.402  -0.758
C  5.210  2.654  2.991  -1.124
C  4.070  2.012  2.414  -0.123
C  4.203  -2.643  -0.938  0.138
C  5.567  -2.482  -1.329  -0.485
C  6.501  -2.696  -0.406  -0.586
C  6.169  -3.358  0.852  -0.526
C  4.804  -3.745  1.010  -0.524
C  3.822  -3.360  0.208  -0.219
C  3.134  -1.066  -3.367  0.130
C  3.395  -2.189  -4.276  -1.207
C  3.049  -2.003  -5.415  -1.003
C  2.524  -0.613  -6.016  -0.859
C  2.436  0.326  -5.092  -0.518
C  2.781  0.187  -3.650  0.662
C  -0.617  -3.634  -0.875  0.879
C  -0.021  -4.502  -0.029  -0.106
C  -0.523  -5.804  -0.149  -1.321
C  -1.611  -6.119  -0.971  -0.618
C  -2.239  -5.111  -1.696  -0.385
C  -1.856  -3.817  -1.647  -0.242
C  -0.469  -1.058  -2.270  0.141
C  -1.617  -0.275  -1.579  0.280
C  -2.450  0.562  -2.557  -1.277
C  -2.233  0.168  -4.094  -0.570
C  -1.235  -0.754  -4.456  -1.923
C  -0.384  -1.140  -3.576  1.118
H  1.167  0.160  2.779  0.391
H  -1.280  1.418  3.205  0.097
H  -1.476  3.682  1.411  0.109
H  -0.088  3.444  -0.438  0.792
H  1.726  1.716  -1.118  -0.615
H  5.627  -0.047  0.198  0.038
H  7.528  1.218  0.776  0.151
H  7.319  3.039  2.522  0.471
H  5.118  3.386  3.717  0.647
H  3.062  2.406  2.639  0.331
H  5.735  -2.037  -2.300  0.289
H  7.682  -2.575  -0.419  0.161
H  6.997  -3.808  1.422  0.403
H  4.737  -4.152  2.027  0.257
H  2.796  -3.554  0.427  0.798
H  3.747  -3.102  -3.882  0.527
H  3.340  -2.317  -6.300  0.605
H  2.255  -0.533  -6.936  0.726
H  2.149  1.428  -5.326  0.241
H  2.612  1.025  -2.849  0.074
H  2.733  -5.528  2.609  -0.039
H  -0.516  -6.469  0.626  0.414
H  -2.198  -7.039  -0.932  0.293
H  -3.239  -5.374  -2.247  0.156
H  -2.348  -2.995  -2.437  -0.152
H  -1.591  -0.265  -0.359  -0.140
H  -3.200  1.031  -2.122  0.746
H  -2.970  0.520  -4.840  0.366
H  -1.280  -0.888  -5.403  0.839
H  0.630  -1.036  -4.039  -0.212
O  2.293  -4.616  2.339  -0.853
S  5.511  8.674  4.410  -0.515
C  6.116  7.027  4.583  0.091
N  6.461  5.981  4.926  -0.563
F  -2.534  -4.587  4.437  -0.276
C  -3.440  -3.953  3.627  0.496
F  -4.564  -3.777  4.294  -0.258
F  -3.680  -4.740  2.543  -0.220
C  -2.714  -2.596  3.192  0.401
O  -1.594  -2.780  2.610  -0.727
C  -3.690  -1.792  2.237  0.379
F  -4.253  -2.615  1.337  -0.273
F  -2.895  -0.913  1.671  -0.126
F  -4.619  -1.099  2.900  -0.318
C  -2.372  -1.627  4.396  0.392
F  -1.327  -2.129  5.071  -0.295
F  -2.041  -0.358  4.067  -0.165
F  -3.321  -1.510  5.346  -0.321

Values from the calculation:
ΔE to the lowest compared entry with this formula, charge and spin = 346.22 kcal per mole
total charge = -2
orbital gap = 0.2027 Ha
max |F| = 13.411 eV/A
energy = -5956.413349 a.u.



# C3H7BrN2

An isolated molecule of C3H7BrN2 at a distorted geometry (wB97M-V/def2-TZVPD, the OMol25 dataset).

Last column: Mulliken charge in e.
Cartesian coordinates (Å):
C  -0.295  -0.351  -0.348  -0.580
C  -0.429  0.622  0.803  -0.341
C  1.189  -0.296  -0.812  -0.498
N  0.446  0.150  1.870  -0.470
N  2.079  -0.649  0.275  -0.370
Br  2.022  -2.351  0.726  -0.028
H  -0.353  -1.429  -0.149  0.312
H  -1.030  -0.109  -1.119  0.337
H  0.068  1.592  0.618  0.291
H  -1.498  0.723  1.263  0.329
H  1.323  -1.015  -1.534  0.442
H  1.443  0.834  -0.911  0.297
H  0.394  -0.808  1.798  0.277

Values from the calculation:
ΔE to the lowest compared entry with this formula, charge and spin = 85.73 kcal per mole
total charge = 0
orbital gap = 0.2633 Ha
max |F| = 4.762 eV/A
energy = -2801.827356 a.u.



# C10H4Cl24O6P2S

A cluster of 7 separate species, C10H4Cl24O6P2S in total at a distorted geometry (wB97M-V/def2-TZVPD, the OMol25 dataset).

Last column: Mulliken charge in e.
Cartesian coordinates (Å):
O  -0.393  4.906  2.759  -0.422
C  -0.147  4.275  1.797  0.064
O  -0.204  4.784  0.495  -0.264
C  -0.317  3.720  -0.339  0.213
O  -0.791  3.712  -1.428  -0.461
C  0.218  2.491  0.373  -0.053
P  0.659  0.927  -0.437  0.974
O  -0.373  -0.084  -0.344  -0.587
O  2.056  0.509  0.235  -0.409
O  1.020  1.351  -1.924  -0.419
C  0.270  2.839  1.664  0.554
P  0.763  1.809  3.074  0.428
S  -0.676  1.723  4.392  -0.278
H  2.404  1.251  0.750  0.351
H  1.509  2.188  -1.891  0.327
H  1.083  0.536  2.594  0.028
H  1.886  2.426  3.653  0.134
Cl  4.464  -0.847  5.498  -0.100
C  2.952  -1.389  4.761  0.289
Cl  2.668  -3.081  5.167  -0.093
Cl  1.611  -0.402  5.372  -0.061
Cl  3.075  -1.233  3.002  -0.059
Cl  -5.227  3.660  5.053  -0.105
C  -4.745  1.961  5.107  0.250
Cl  -4.318  1.417  3.483  -0.074
Cl  -3.357  1.781  6.186  -0.014
Cl  -6.087  0.987  5.717  -0.105
Cl  1.910  -4.136  -3.395  -0.124
C  2.371  -2.423  -3.466  0.365
Cl  2.048  -1.764  -5.068  -0.103
Cl  1.442  -1.524  -2.267  -0.102
Cl  4.099  -2.278  -3.113  -0.120
Cl  0.359  2.161  10.826  -0.103
C  -1.203  1.631  10.195  0.308
Cl  -1.424  -0.087  10.535  -0.103
Cl  -2.494  2.556  10.966  -0.105
Cl  -1.253  1.896  8.450  -0.010
Cl  1.270  -5.426  -8.753  -0.115
C  -0.038  -5.280  -7.570  0.265
Cl  -0.861  -6.836  -7.415  -0.099
Cl  0.637  -4.806  -6.009  0.015
Cl  -1.191  -4.057  -8.111  -0.073
Cl  0.123  -1.154  -12.365  -0.100
C  -1.133  -2.372  -12.117  0.344
Cl  -2.404  -1.703  -11.085  -0.106
Cl  -1.824  -2.831  -13.676  -0.101
Cl  -0.434  -3.788  -11.334  -0.038

Values from the calculation:
total charge = 0
SMILES = O=C1OC(=O)C(P(=O)(O)O)=C1[PH2]=S.ClC(Cl)(Cl)Cl.ClC(Cl)(Cl)Cl.ClC(Cl)(Cl)Cl.ClC(Cl)(Cl)Cl.ClC(Cl)(Cl)Cl.ClC(Cl)(Cl)Cl
orbital gap = 0.2601 Ha
max |F| = 2.617 eV/A
energy = -12960.386899 a.u.